A molecular structure, C6H8ClN, computed with ωB97M-V/def2-TZVPD.

Each line ends with the natural charge from an NBO analysis.
Positions of all 16 atoms, in Å:
C1 -0.767 -2.022 -0.067  -0.43
C2 -0.785 0.400 0.738  -0.12
C3 -1.422 1.621 0.067  -0.18
C4 -0.991 1.495 -1.197  -0.18
C5 -0.156 0.225 -1.120  -0.12
C6 0.655 0.604 0.157  -0.17
H1 0.243 -2.281 0.287  0.19
H2 -0.974 -2.572 -0.996  0.20
H3 -1.508 -2.409 0.652  0.20
H4 -1.002 0.128 1.771  0.22
H5 -2.054 2.353 0.544  0.22
H6 -1.149 2.135 -2.023  0.22
H7 0.292 -0.208 -2.007  0.22
H8 1.060 1.587 0.220  0.21
N1 -1.081 -0.629 -0.309  -0.42
Cl1 1.968 -0.486 0.720  -0.07

Properties
E_HOMO = -8.548 eV
E_LUMO = 0.03827 hartree
Kohn-Sham gap = 0.3524 Ha

***

A gas-phase ion, C6H8ClN2O (charge +1), computed with ωB97M-V/def2-TZVPD.

Each line ends with the natural charge from an NBO analysis.
Positions of all 18 atoms, in Å:
C1 2.648 -1.119 -0.517  0.10
C2 0.547 -0.866 0.528  0.48
C3 2.485 1.289 0.246  0.36
C4 3.297 0.130 -0.259  -0.11
C5 -1.533 0.545 -0.143  -0.64
C6 -0.765 -0.718 -0.516  -0.29
N1 1.511 -1.502 -0.131  -0.36
N2 0.538 -0.654 1.750  -0.29
O1 1.302 1.432 0.062  -0.51
Cl1 4.983 0.149 -0.149  0.20
H1 3.113 -1.985 -0.949  0.24
H2 2.933 2.073 0.828  0.17
H3 -0.851 1.509 -0.357  0.26
H4 -1.918 0.670 0.814  0.22
H5 -2.376 0.522 -0.690  0.24
H6 -0.303 -0.632 -1.603  0.27
H7 -1.224 -1.551 -0.205  0.23
H8 -0.173 -0.354 2.376  0.43

Properties
2S+1 = 3
E_HOMO (alpha / beta) = -13.543 / -14.553 eV
<S²> = 2.0274
charge = +1
E_LUMO (alpha / beta) = -0.15364 / -0.29705 hartree
Kohn-Sham gap (alpha / beta) = 0.3440 / 0.2378 Ha

***

A gas-phase ion, C6H8ClN2O2 (charge -1), computed with ωB97M-V/def2-TZVPD.

Each line ends with the natural charge from an NBO analysis.
Positions of all 19 atoms, in Å:
C1 -1.350 -2.168 -0.644  -0.61
C2 -1.131 -0.647 -0.622  -0.42
C3 0.112 -0.348 0.148  -0.16
N1 -0.193 -0.560 1.609  -0.14
N2 0.130 0.418 2.269  -0.12
C4 0.727 1.456 1.484  -0.34
C5 0.417 1.148 0.005  -0.13
Cl1 -0.894 2.196 -0.678  -0.09
C6 1.762 1.221 -0.870  0.76
O1 1.590 1.154 -2.058  -0.73
O2 2.801 1.235 -0.186  -0.78
H1 -0.503 -2.830 -0.229  0.20
H2 -1.730 -2.588 -1.605  0.19
H3 -2.099 -2.326 0.018  0.20
H4 -1.937 0.027 -0.265  0.22
H5 -0.907 -0.389 -1.607  0.22
H6 0.968 -0.843 -0.218  0.24
H7 1.815 1.474 1.671  0.28
H8 0.422 2.368 1.778  0.20

Properties
E_HOMO = -4.791 eV
charge = -1
structure (SMILES) = CC[C@@H]1N=NC[C@@]1(Cl)C(=O)[O-]
E_LUMO = 0.12883 hartree
Kohn-Sham gap = 0.3049 Ha

***

2 unconnected molecules or ions with the total composition C6H8ClP, computed with ωB97M-V/def2-TZVPD.

Each line ends with the natural charge from an NBO analysis.
Positions of all 16 atoms, in Å:
Cl1 -1.094 -2.095 2.697  -0.29
P1 0.228 -1.518 1.313  0.77
C1 -0.825 -1.141 -0.173  -0.57
C2 -1.326 0.091 -0.127  -0.11
C3 -0.773 1.102 0.885  -0.48
C4 0.367 0.356 1.599  -0.72
H1 -0.991 -1.869 -0.928  0.24
H2 -2.172 0.430 -0.900  0.22
H3 -1.511 1.560 1.615  0.24
H4 -0.303 1.804 0.178  0.23
H5 1.337 0.753 1.249  0.24
H6 0.409 0.576 2.726  0.25
C5 2.046 0.131 -2.959  -0.21
C6 1.254 -0.212 -2.146  -0.25
H7 2.759 0.318 -3.681  0.22
H8 0.594 -0.286 -1.348  0.22

Properties
E_HOMO = -8.969 eV
structure (SMILES) = ClP1C=CCC1.C#C
E_LUMO = 0.02621 hartree
Kohn-Sham gap = 0.3558 Ha

***

A molecular structure, C6H8CsNaO6, computed with ωB97M-V/def2-TZVPD.

Each line ends with the Mulliken charge.
Positions of all 22 atoms, in Å:
O1 -2.188 -0.745 -0.561  -0.25
C1 -1.205 0.126 -1.002  -0.85
C2 -2.717 -0.286 0.695  -0.35
O2 -0.123 -0.035 -0.068  0.00
O3 -1.835 1.501 -0.535  -0.28
C3 -2.606 1.246 0.630  -0.42
H1 -2.110 -0.658 1.533  0.16
H2 -3.762 -0.620 0.747  0.30
H3 -2.158 1.611 1.567  0.19
H4 -3.611 1.694 0.578  0.29
O4 1.676 -0.677 -1.403  -0.45
C4 1.173 0.304 -0.511  1.25
C5 2.042 -1.812 -0.647  -0.37
O5 1.282 1.517 -0.975  -1.14
O6 2.009 0.116 0.661  -0.63
C6 2.423 -1.240 0.731  -0.39
H5 2.885 -2.306 -1.146  0.28
H6 1.200 -2.516 -0.569  0.24
H7 3.505 -1.263 0.914  0.28
H8 1.900 -1.757 1.548  0.21
Cs1 -0.701 3.608 -2.535  0.98
Na1 2.922 2.194 0.349  0.95

Properties
E_HOMO = -4.897 eV
E_LUMO = -0.03917 hartree
Kohn-Sham gap = 0.1408 Ha

***

A gas-phase ion, C6H8F3N3 (charge +2), computed with ωB97M-V/def2-TZVPD.

Each line ends with the natural charge from an NBO analysis.
Positions of all 20 atoms, in Å:
C1 1.183 -0.444 -4.526  0.53
N1 0.537 -0.565 -3.604  -0.20
C2 -0.295 -0.629 -2.417  -0.22
C3 0.361 -0.005 -1.246  0.21
N2 -0.292 0.098 -0.221  -0.35
C4 -0.279 0.414 1.127  0.58
C5 -0.225 -0.698 2.047  -0.73
N3 -0.531 1.665 1.425  -0.67
C6 -0.628 -2.166 -2.069  1.01
F1 -1.124 -2.816 -3.156  -0.28
F2 0.408 -2.802 -1.609  -0.27
F3 -1.601 -2.141 -1.115  -0.29
H1 1.728 -0.513 -5.465  0.34
H2 -1.214 -0.035 -2.666  0.32
H3 1.268 0.376 -1.423  0.20
H4 -0.007 -1.690 1.536  0.29
H5 -1.277 -0.612 2.495  0.31
H6 0.425 -0.614 2.994  0.32
H7 -0.592 1.880 2.460  0.45
H8 -0.508 2.484 0.839  0.45

Properties
E_HOMO = -18.916 eV
charge = +2
structure (SMILES) = C#[N+][C@H](/C=N/C(C)=[NH2+])C(F)(F)F
E_LUMO = -0.30084 hartree
Kohn-Sham gap = 0.3943 Ha

***

A single C6H8FN3O3 molecule, computed with ωB97M-V/def2-TZVPD.

Each line ends with the natural charge from an NBO analysis.
Positions of all 21 atoms, in Å:
O1 -0.682 -1.451 2.574  -0.39
N1 -1.442 -0.633 2.140  0.53
O2 -2.089 0.126 2.805  -0.33
C1 -1.489 -0.439 0.680  0.36
N2 -2.653 -0.046 0.151  -0.40
C2 -2.361 -0.064 -1.176  -0.08
C3 -1.072 -0.485 -1.491  -0.09
N3 -0.524 -0.669 -0.224  -0.33
C4 0.874 -1.035 0.018  -0.25
C5 1.782 0.132 -0.362  0.06
O3 1.438 0.468 -1.765  -0.77
C6 1.333 1.313 0.558  0.02
F1 1.174 1.040 1.859  -0.33
H1 -3.160 0.414 -1.864  0.22
H2 -0.394 -0.493 -2.357  0.26
H3 1.097 -2.003 -0.507  0.23
H4 1.048 -1.255 1.032  0.26
H5 2.869 -0.059 -0.235  0.19
H6 1.847 1.368 -2.210  0.50
H7 2.007 2.176 0.383  0.16
H8 0.398 1.596 -0.007  0.17

Properties
E_HOMO = -9.324 eV
structure (SMILES) = O=[N+]([O-])c1nccn1C[C@@H](O)CF
E_LUMO = 0.00038 hartree
Kohn-Sham gap = 0.3430 Ha

***

A single C6H8FN5O molecule, computed with ωB97M-V/def2-TZVPD.

Each line ends with the natural charge from an NBO analysis.
Positions of all 21 atoms, in Å:
C1 -2.042 0.640 -1.331  -0.43
N1 -0.992 -0.031 -0.583  -0.46
C2 -1.289 -1.318 -0.320  0.62
O1 -2.384 -1.771 -0.528  -0.58
C3 -0.121 -2.190 0.109  0.13
F1 -0.279 -3.506 0.406  -0.32
C4 1.178 -1.899 -0.100  0.42
N2 2.335 -2.613 -0.144  -0.81
N3 1.251 -0.225 -0.588  -0.49
C5 2.439 0.285 -0.579  0.39
N4 3.519 0.683 -0.588  -0.39
C6 0.150 0.569 0.017  0.29
N5 0.276 0.493 1.465  -0.87
H1 -2.130 0.252 -2.340  0.22
H2 -3.034 0.515 -0.900  0.23
H3 -2.099 1.766 -1.331  0.22
H4 2.286 -3.591 -0.141  0.42
H5 3.166 -2.096 -0.111  0.42
H6 0.284 1.592 -0.331  0.21
H7 0.738 1.370 1.731  0.39
H8 -0.547 0.179 1.955  0.40

Properties
E_HOMO = -8.888 eV
structure (SMILES) = CN1C(=O)C(F)=C(N)N(C#N)[C@@H]1N
E_LUMO = 0.02138 hartree
Kohn-Sham gap = 0.3480 Ha

***

A molecular structure, C6H8IN2OP, computed with ωB97M-V/def2-TZVPD.

Each line ends with the natural charge from an NBO analysis.
Positions of all 19 atoms, in Å:
C1 -0.156 1.494 -0.796  -0.13
C2 0.728 0.373 -0.663  -0.21
C3 -1.417 1.629 -0.272  -0.22
C4 0.098 -0.690 0.258  0.40
C5 -0.911 -0.310 1.199  -0.54
C6 -1.986 0.538 0.583  -0.24
N1 1.955 0.826 -0.238  -0.31
N2 0.457 -1.911 0.182  -0.72
O1 2.645 -0.450 -0.031  -0.74
P1 2.084 -1.799 -0.378  1.50
I1 -3.370 -0.693 -0.666  0.00
H1 0.261 2.371 -1.250  0.23
H2 0.877 -0.416 -1.542  0.09
H3 -1.985 2.454 -0.639  0.23
H4 -1.334 -1.270 1.606  0.25
H5 -0.493 0.258 2.008  0.27
H6 -2.649 0.836 1.317  0.22
H7 2.791 -2.388 -1.563  -0.04
H8 2.716 -2.474 0.685  -0.06

Properties
E_HOMO (alpha / beta) = -7.410 / -7.411 eV
E_LUMO (alpha / beta) = -0.00704 / -0.00704 hartree
Kohn-Sham gap (alpha / beta) = 0.2653 / 0.2653 Ha

***

A molecular structure, C6H8LiMgO3, computed with ωB97M-V/def2-TZVPD.

Each line ends with the natural charge from an NBO analysis.
Positions of all 19 atoms, in Å:
C1 -2.570 1.083 1.494  -0.33
C2 -3.027 0.307 0.493  -0.27
C3 -2.139 0.175 -0.735  -0.05
C4 -1.618 -1.218 -0.519  0.51
O1 -0.392 -1.406 -0.478  -0.81
Li1 1.326 -2.273 -0.124  0.97
H1 -2.568 0.719 2.524  0.21
H2 -2.000 1.997 1.324  0.22
H3 -4.070 -0.008 0.418  0.24
H4 -2.310 -2.076 -0.545  0.18
H5 -2.777 0.116 -1.648  0.21
O2 2.196 -0.627 -0.281  -1.12
O3 -1.137 1.103 -0.738  -1.02
C5 3.485 -0.385 -0.032  0.14
C6 4.119 0.782 -0.209  -0.51
H6 4.043 -1.251 0.351  0.16
H7 5.190 0.846 -0.021  0.24
H8 3.595 1.676 -0.555  0.18
Mg1 0.656 0.440 -0.719  1.84

Properties
E_HOMO = -12.106 eV
charge = +1
E_LUMO = -0.15098 hartree
Kohn-Sham gap = 0.2939 Ha

***

A molecular structure, C6H8LiO3, computed with ωB97M-V/def2-TZVPD.

Each line ends with the natural charge from an NBO analysis.
Positions of all 18 atoms, in Å:
O1 2.172 0.614 -0.053  -0.84
C1 1.200 -0.405 -0.010  0.06
C2 -0.046 -0.152 -0.783  -0.43
Li1 3.938 0.227 0.325  0.99
H1 -0.515 -0.990 -1.297  0.26
H2 1.606 -1.417 0.037  0.21
H3 -0.134 0.812 -1.290  0.23
C3 -0.077 -0.108 0.735  -0.30
C4 -0.203 1.197 1.428  -0.22
C5 0.671 1.610 2.360  -0.37
H4 -0.524 -0.963 1.245  0.25
H5 -1.126 1.758 1.257  0.23
H6 1.738 1.496 -0.145  0.53
H7 0.629 2.626 2.755  0.22
H8 1.486 0.973 2.713  0.18
O2 -2.753 -1.789 -2.633  -0.54
C6 -3.609 -2.424 -3.087  1.03
O3 -4.452 -3.065 -3.557  -0.49

Properties
E_HOMO = -13.285 eV
charge = +1
E_LUMO = -0.16870 hartree
Kohn-Sham gap = 0.3195 Ha

***

A molecular structure, C6H8LiO6Rb, computed with ωB97M-V/def2-TZVPD.

Each line ends with the natural charge from an NBO analysis.
Positions of all 22 atoms, in Å:
O1 -1.685 1.542 -0.070  -1.07
C1 -0.086 -0.929 1.314  1.02
C2 -2.413 0.470 -0.536  -0.06
O2 -0.429 -0.176 2.224  -0.71
O3 -0.925 -1.269 0.342  -0.51
C3 -2.275 -0.768 0.339  -0.10
H1 -2.125 0.185 -1.571  0.13
H2 -3.501 0.694 -0.567  0.14
H3 -2.887 -1.589 -0.053  0.19
H4 -2.578 -0.529 1.368  0.19
Li1 -0.836 1.645 1.546  0.92
O4 1.491 -0.778 1.059  -0.49
C4 1.792 1.361 0.547  0.38
C5 1.979 -1.400 -0.142  -0.11
O5 0.994 2.279 0.787  -0.90
O6 1.583 0.857 -0.734  -0.63
C6 2.407 -0.254 -1.051  -0.10
H5 1.181 -1.956 -0.644  0.19
H6 2.824 -2.041 0.125  0.19
H7 2.270 -0.543 -2.100  0.18
H8 3.458 0.004 -0.865  0.19
Rb1 -0.242 3.196 -1.317  0.95

Properties
E_HOMO (alpha / beta) = -5.976 / -5.975 eV
E_LUMO (alpha / beta) = -0.01206 / -0.01206 hartree
Kohn-Sham gap (alpha / beta) = 0.2076 / 0.2075 Ha

***

A molecular structure, C6H8MgO3Tl, computed with ωB97M-V/def2-TZVPD.

Each line ends with the natural charge from an NBO analysis.
Positions of all 19 atoms, in Å:
C1 2.706 -0.305 1.147  -0.22
C2 2.617 1.055 1.057  -0.30
C3 1.836 1.447 -0.188  -0.04
C4 0.678 1.920 0.643  0.46
O1 -0.449 1.393 0.469  -0.84
Tl1 -2.651 0.916 1.065  0.90
H1 2.290 -0.835 2.007  0.20
H2 3.079 -0.939 0.341  0.22
H3 3.347 1.745 1.485  0.26
H4 0.761 2.873 1.190  0.19
H5 2.271 2.313 -0.730  0.21
O2 -2.099 -0.587 -0.363  -1.10
O3 1.535 0.283 -0.860  -1.01
C5 -3.004 -1.527 -0.642  0.12
C6 -2.913 -2.450 -1.610  -0.49
H6 -3.895 -1.499 0.001  0.17
H7 -3.712 -3.180 -1.733  0.24
H8 -2.045 -2.509 -2.271  0.18
Mg1 -0.350 -0.115 -1.008  1.84

Properties
E_HOMO (alpha / beta) = -11.936 / -11.729 eV
charge = +1
E_LUMO (alpha / beta) = -0.16723 / -0.15640 hartree
Kohn-Sham gap (alpha / beta) = 0.2714 / 0.2746 Ha

***

no.,F_max (eV/A),energy (hartree)
1,1.2,-748.26793
2,5.6,-877.90799
3,3.7,-953.62927
4,2.9,-1034.85973
5,2.0,-867.22078
6,4.2,-696.57328
7,4.3,-723.12961
8,4.5,-682.23616
9,3.6,-1057.02103
10,1.9,-666.56342
11,1.4,-466.44737
12,6.0,-716.44185
13,3.6,-831.39935